The following is a DFT calculation (ωB97M-V/def2-TZVPD) of the molecule C4H6N2OS.

Structure (XYZ):
```
14
Properties=species:S:1:pos:R:3:nbo_charge:R:1
O 1.787 1.589 -1.655 -0.577
C 1.003 0.757 -1.264 0.666
C 0.585 -0.576 -1.864 -0.362
N -0.549 -0.911 -0.853 -0.464
C -0.675 -0.090 0.149 0.389
C -1.452 -0.249 1.393 -0.520
S -0.181 -0.166 2.876 -0.097
N 0.280 0.921 -0.051 -0.671
H 1.487 -1.303 -1.720 0.249
H 0.444 -0.387 -2.982 0.259
H -2.087 -1.239 1.318 0.274
H -2.073 0.698 1.621 0.255
H 1.014 -0.932 2.550 0.166
H 0.416 1.888 0.483 0.434
```

The HOMO energy comes out at -9.42 eV. As for the SMILES: O=C1CN=C(CS)N1. For the energy relative to the best compared isomer or geometry (same formula, charge and spin), the calculation gives 256.85 kJ/mol. For the total energy, the calculation gives -20106.6796 eV. As for the LUMO energy: 0.29 eV.

***

The following is a DFT calculation (ωB97M-V/def2-TZVPD) of a cluster of 9 separate species, C34H86O9S in total.

Structure (XYZ):
```
130
Properties=species:S:1:pos:R:3:lowdin_charge:R:1
C 17.847 18.418 13.586 -0.066
C 16.533 17.600 13.490 -0.261
O 15.916 17.508 14.749 -0.125
C 14.794 16.722 14.766 -0.306
C 14.162 16.797 16.145 -0.057
H 18.542 18.266 12.761 0.069
H 17.651 19.471 13.788 0.069
H 18.463 18.223 14.464 0.068
H 15.998 18.136 12.706 0.100
H 16.768 16.598 13.130 0.095
H 14.103 17.009 13.973 0.110
H 15.030 15.669 14.609 0.107
H 13.298 16.142 16.258 0.042
H 13.755 17.777 16.395 0.078
H 14.887 16.494 16.900 0.082
C 15.816 21.074 10.512 -0.075
C 14.882 22.273 10.705 -0.255
O 13.572 21.864 10.272 -0.189
C 12.550 22.890 10.309 -0.230
C 11.191 22.113 10.109 -0.057
H 15.566 20.521 9.607 0.078
H 16.853 21.405 10.569 0.075
H 15.742 20.271 11.244 0.046
H 14.906 22.683 11.715 0.118
H 15.290 22.963 9.966 0.111
H 12.564 23.444 11.248 0.107
H 12.682 23.616 9.507 0.109
H 11.415 21.428 9.291 0.039
H 10.356 22.744 9.804 0.068
H 10.861 21.519 10.961 0.062
C 17.313 8.837 10.340 -0.062
C 16.089 8.839 11.289 -0.288
O 14.986 8.463 10.510 -0.146
C 13.735 8.629 11.144 -0.262
C 13.331 10.079 10.895 -0.090
H 17.072 9.439 9.464 0.073
H 18.257 9.071 10.832 0.072
H 17.484 7.872 9.863 0.069
H 16.291 8.198 12.147 0.107
H 15.996 9.793 11.807 0.100
H 12.995 8.077 10.564 0.116
H 13.627 8.405 12.205 0.112
H 12.291 10.326 11.112 0.074
H 13.467 10.299 9.837 0.079
H 14.006 10.748 11.429 0.041
C 15.480 15.097 7.214 -0.047
C 16.089 15.751 8.520 -0.257
O 16.422 14.717 9.443 -0.167
C 17.481 15.203 10.286 -0.281
C 17.578 14.279 11.520 -0.057
H 14.596 14.516 7.477 0.064
H 15.180 15.912 6.555 0.050
H 16.213 14.513 6.659 0.073
H 16.861 16.488 8.300 0.113
H 15.413 16.394 9.084 0.097
H 18.427 15.148 9.746 0.114
H 17.385 16.253 10.559 0.104
H 18.344 14.707 12.167 0.073
H 17.870 13.269 11.233 0.078
H 16.598 14.425 11.975 0.047
C 15.564 9.828 15.143 -0.081
C 14.157 10.221 14.774 -0.257
O 13.883 11.378 15.589 -0.190
C 12.570 11.956 15.475 -0.266
C 12.453 12.872 16.659 -0.066
H 15.826 9.681 16.191 0.077
H 15.881 8.853 14.771 0.066
H 16.222 10.623 14.793 0.078
H 14.042 10.529 13.735 0.094
H 13.482 9.405 15.034 0.116
H 12.605 12.426 14.492 0.089
H 11.827 11.159 15.505 0.116
H 11.459 13.271 16.861 0.075
H 13.171 13.674 16.490 0.065
H 12.695 12.246 17.518 0.083
C 10.670 16.296 15.128 -0.064
C 9.696 16.095 13.987 -0.313
O 8.765 17.133 13.950 -0.157
C 7.923 17.197 12.786 -0.238
C 6.923 18.397 13.029 -0.056
H 10.093 16.182 16.046 0.080
H 11.361 15.453 15.141 0.059
H 11.116 17.286 15.035 0.083
H 10.306 16.010 13.088 0.085
H 9.157 15.175 14.216 0.122
H 8.512 17.263 11.871 0.077
H 7.373 16.285 12.557 0.107
H 7.420 19.264 13.465 0.067
H 6.181 18.208 13.805 0.065
H 6.399 18.624 12.101 0.066
C 11.734 18.354 11.646 -0.035
C 12.789 17.360 11.067 -0.248
O 12.726 16.244 11.952 -0.191
C 13.681 15.251 11.558 -0.252
C 13.458 14.057 12.506 -0.055
H 10.833 17.918 12.078 0.051
H 12.256 18.934 12.408 0.077
H 11.508 19.091 10.875 0.051
H 12.559 17.013 10.060 0.089
H 13.741 17.892 11.063 0.109
H 13.403 14.925 10.555 0.113
H 14.727 15.554 11.594 0.095
H 13.793 14.360 13.498 0.055
H 14.077 13.232 12.153 0.069
H 12.417 13.732 12.498 0.071
C 9.694 15.248 10.288 -0.076
C 9.894 15.096 8.789 -0.245
O 9.366 13.871 8.246 -0.146
C 10.006 12.700 8.622 -0.310
C 9.389 11.498 7.885 -0.069
H 8.624 15.136 10.457 0.082
H 10.222 14.528 10.913 0.073
H 9.927 16.283 10.541 0.056
H 9.239 15.834 8.326 0.122
H 10.956 15.262 8.607 0.092
H 11.064 12.677 8.360 0.114
H 9.909 12.504 9.690 0.110
H 9.363 11.637 6.804 0.077
H 8.393 11.272 8.266 0.071
H 9.912 10.585 8.168 0.068
C 11.392 19.058 7.362 -0.248
S 12.425 18.396 5.983 0.866
O 13.891 18.839 6.233 -0.599
C 12.395 16.596 6.469 -0.259
H 11.565 20.119 7.544 0.037
H 11.563 18.576 8.324 0.031
H 10.363 18.872 7.054 0.046
H 11.344 16.323 6.384 0.037
H 12.779 16.478 7.483 0.029
H 12.960 15.909 5.839 0.047
```

The HOMO energy comes out at -9.04 eV. For the total energy, the calculation gives -65909.0050 eV. As for the LUMO energy: 0.53 eV.

***

The following is a DFT calculation (ωB97M-V/def2-TZVPD) of a structure of composition C22H50N3O2P2Y.

Structure (XYZ):
```
80
Properties=species:S:1:pos:R:3:lowdin_charge:R:1
Y 0.984 0.019 0.429 0.801
P 2.200 0.570 -1.394 0.920
P 0.022 -1.025 2.187 0.933
N 1.479 -1.921 -0.134 -0.127
C 2.791 -1.083 -2.007 -0.279
H 2.965 -1.101 -3.097 0.102
H 3.748 -1.294 -1.496 0.099
C 1.741 -2.100 -1.551 -0.265
H 0.825 -1.996 -2.190 0.131
H 2.122 -3.129 -1.745 0.154
C 0.580 -2.950 0.358 -0.264
H 0.987 -3.961 0.123 0.156
H -0.436 -2.919 -0.117 0.102
C 0.430 -2.812 1.875 -0.271
H 1.405 -3.010 2.357 0.101
H -0.317 -3.505 2.301 0.101
C -1.854 -0.996 2.250 -0.493
C -2.430 0.429 2.187 -0.090
H -3.520 0.380 2.015 0.101
H -1.981 1.017 1.372 0.025
H -2.263 0.975 3.131 0.086
C 0.730 -0.677 3.897 -0.514
C 0.309 0.705 4.426 -0.096
H 0.926 0.977 5.301 0.100
H -0.745 0.697 4.756 0.080
H 0.423 1.493 3.664 0.055
C 3.780 1.557 -1.118 -0.517
C 3.490 3.035 -0.806 -0.095
H 4.401 3.522 -0.413 0.101
H 2.688 3.151 -0.060 0.056
H 3.193 3.580 -1.719 0.081
C 1.247 1.275 -2.850 -0.497
C 0.402 2.503 -2.470 -0.098
H -0.290 2.745 -3.296 0.103
H 1.034 3.389 -2.291 0.086
H -0.195 2.324 -1.563 0.020
C 0.659 1.683 0.973 -0.444
C 0.534 -1.777 4.954 -0.093
H -0.511 -1.835 5.295 0.073
H 0.830 -2.771 4.581 0.073
H 1.160 -1.552 5.838 0.099
C 4.876 1.403 -2.185 -0.091
H 5.815 1.857 -1.817 0.099
H 5.087 0.346 -2.419 0.073
H 4.609 1.914 -3.124 0.073
C 2.065 1.530 -4.125 -0.090
H 1.382 1.713 -4.975 0.098
H 2.703 2.425 -4.019 0.080
H 2.711 0.677 -4.393 0.075
C -2.499 -1.812 3.380 -0.088
H -2.389 -1.304 4.353 0.080
H -3.582 -1.922 3.188 0.096
H -2.071 -2.825 3.470 0.075
H -2.089 -1.491 1.287 0.087
H 0.547 0.439 -3.048 0.104
H 1.811 -0.631 3.657 0.087
H 4.149 1.081 -0.188 0.069
O 0.388 2.784 1.298 0.145
H 3.830 -0.608 1.508 0.095
H 3.563 0.037 1.906 0.077
C -2.313 -2.447 -1.626 -0.058
N -2.995 -1.181 -1.489 -0.121
C -4.450 -1.315 -1.481 -0.055
C -2.319 -0.007 -1.129 -0.362
O -1.169 -0.142 -0.614 -0.110
N -2.954 1.249 -1.221 -0.095
C -4.195 1.469 -1.964 -0.053
C -2.440 2.487 -0.662 -0.065
H -2.716 -2.991 -2.508 0.117
H -2.499 -3.082 -0.731 0.109
H -1.262 -2.290 -1.887 0.063
H -4.857 -0.903 -0.529 0.108
H -4.920 -0.904 -2.391 0.093
H -4.766 -2.383 -1.463 0.109
H -4.433 2.550 -2.079 0.110
H -4.092 1.076 -2.999 0.114
H -5.076 1.078 -1.426 0.090
H -1.542 2.366 -0.075 0.029
H -2.255 3.228 -1.470 0.112
H -3.196 2.918 0.031 0.123
```

The HOMO energy (alpha / beta) comes out at -13.85 / -13.88 eV. For the total energy, the calculation gives -51787.4422 eV. As for the total charge: +2. As for the LUMO energy (alpha / beta): -8.25 / -7.10 eV.

***

The following is a DFT calculation (ωB97M-V/def2-TZVPD) of a structure of composition C9H18ClN4O.

Structure (XYZ):
```
33
Properties=species:S:1:pos:R:3:nbo_charge:R:1
C 0.713 1.474 -0.024 0.638
C 2.589 -2.308 1.112 -0.435
C 1.785 -2.737 -0.098 -0.416
C -3.488 0.163 0.483 -0.384
C -3.765 0.788 -0.897 -0.449
C 3.105 -0.842 0.863 -0.242
C 1.733 -1.496 -1.098 -0.237
C -2.295 1.073 0.983 -0.271
C -2.415 0.985 -1.399 -0.231
N 2.615 -0.456 -0.529 -0.168
N -1.545 1.325 -0.254 -0.204
N 0.623 2.695 0.324 -0.769
N 2.317 0.763 -0.873 -0.145
O -0.260 0.735 -0.331 -0.342
Cl 3.398 1.858 -0.223 0.175
H 2.128 -2.324 2.030 0.228
H 3.391 -3.073 1.231 0.241
H 2.165 -3.751 -0.663 0.239
H 0.765 -3.035 0.118 0.230
H -4.266 0.073 1.324 0.240
H -3.041 -0.793 0.403 0.197
H -4.431 0.077 -1.305 0.253
H -4.271 1.681 -0.629 0.220
H 2.731 -0.109 1.508 0.201
H 4.170 -0.658 0.812 0.234
H 2.153 -1.769 -2.152 0.230
H 0.812 -0.982 -1.227 0.219
H -2.549 2.048 1.384 0.200
H -1.798 0.560 1.809 0.224
H -1.921 -0.038 -1.674 0.200
H -2.256 1.777 -2.102 0.229
H 1.454 3.278 0.459 0.448
H -0.346 3.021 0.636 0.444
```

The HOMO energy comes out at -12.22 eV. For the energy relative to the best compared isomer or geometry (same formula, charge and spin), the calculation gives 0.00 kJ/mol. For the total energy, the calculation gives -30142.0735 eV. As for the total charge: +1. As for the LUMO energy: -3.46 eV.